{"formula": "C19H29F5IrNO2P2", "method": "ωB97M-V/def2-TZVPD", "lumo_ev": [0.089, -1.766], "de_lowest_ev": 0.835, "largest_force_ev_per_a": 3.22, "e_homo_ev": [-4.326, -8.203], "spin_multiplicity": 5, "elements": ["C", "C", "N", "C", "C", "C", "C", "P", "Ir", "P", "C", "C", "C", "C", "C", "C", "C", "O", "O", "H", "H", "H", "C", "C", "H", "H", "H", "H", "C", "C", "H", "H", "H", "H", "H", "H", "H", "H", "H", "H", "H", "H", "H", "H", "H", "H", "H", "H", "H", "H", "H", "H", "F", "C", "F", "C", "F", "F", "F"], "coordinates": [[1.15, -0.71, -3.80], [1.07, -0.32, -2.46], [0.21, -0.95, -1.64], [-0.89, -1.55, -2.19], [-0.86, -1.97, -3.53], [0.21, -1.60, -4.33], [2.21, 0.54, -1.88], [1.93, 0.86, -0.08], [0.34, -0.73, 0.59], [-2.11, -0.88, 0.19], [-2.16, -1.82, -1.40], [-0.02, 0.33, 2.43], [0.89, 0.00, 3.42], [0.77, 0.51, 4.72], [-0.25, 1.42, 5.02], [-1.14, 1.82, 4.01], [-1.03, 1.30, 2.72], [0.56, 4.39, -3.84], [-2.58, 2.59, -2.30], [2.01, -0.38, -4.40], [-1.69, -2.55, -3.92], [0.27, -1.92, -5.38], [3.59, 0.45, 0.49], [1.71, 2.65, 0.25], [-3.10, -1.65, -1.97], [-2.19, -2.91, -1.23], [2.48, 1.42, -2.44], [3.17, 0.02, -2.06], [-2.88, -1.95, 1.41], [-3.53, 0.25, -0.11], [1.74, -0.63, 3.16], [1.49, 0.19, 5.48], [-0.37, 1.80, 6.04], [-1.91, 2.56, 4.24], [-1.69, 1.71, 1.94], [-1.59, 2.71, -2.43], [-2.84, 3.41, -1.84], [0.01, 3.64, -3.62], [1.22, 3.84, -4.34], [-0.90, 0.35, 0.68], [4.20, 1.22, 0.01], [3.72, 0.51, 1.57], [3.82, -0.57, 0.16], [2.70, 3.13, 0.22], [1.03, 3.14, -0.47], [1.33, 2.79, 1.27], [-4.50, -0.28, -0.09], [-3.67, 0.86, 0.78], [-3.42, 0.92, -0.99], [-3.96, -2.03, 1.24], [-2.46, -2.96, 1.41], [-2.70, -1.48, 2.38], [-0.03, -3.65, 0.19], [0.52, -2.71, 1.05], [0.18, -3.19, 2.30], [2.09, -2.94, 0.90], [2.46, -4.22, 1.09], [2.51, -2.59, -0.37], [2.84, -2.18, 1.77]], "nbo_charge": [-0.2412, 0.1279, -0.5938, 0.1303, -0.2245, -0.3203, -0.7632, 0.9441, 0.5820, 1.1178, -0.7506, -0.2449, -0.2183, -0.2149, -0.2402, -0.1943, -0.3072, -0.9178, -0.9362, 0.2017, 0.2049, 0.2060, -0.9420, -0.9384, 0.2492, 0.2557, 0.2400, 0.2508, -0.9657, -0.9601, 0.2112, 0.2160, 0.2167, 0.2098, 0.2002, 0.4660, 0.4742, 0.4502, 0.4674, 0.0955, 0.2210, 0.2447, 0.2627, 0.2317, 0.2471, 0.2578, 0.2358, 0.2282, 0.2790, 0.2336, 0.2638, 0.2522, -0.3558, 0.2887, -0.3503, 0.8953, -0.3100, -0.3316, -0.3381]}